(1)
A 10-piece molecular cluster, C17H34Cl18NO3 overall in a non-equilibrium geometry. Source: OMol25; level of theory: ωB97M-V/def2-TZVPD.

Results
Spin multiplicity: 1
E_tot, eV: -251215.3293
Total charge: -1
ΔE to the lowest compared entry with this formula, charge and spin, kJ/mol: 232.4
HOMO-LUMO gap, eV: 5.544
HOMO energy, eV: -3.90

Last column: Löwdin charge in e.
CARTESIAN COORDINATES (ANGSTROEM)
1 C 0.98231 2.21846 -0.56733  -0.1142
2 O -0.32627 2.08763 0.04474  -0.2547
3 C -0.90572 0.78568 -0.20160  -0.2243
4 C -0.00054 -0.46449 0.25927  -0.1756
5 C 0.79607 -1.10673 -1.01465  -0.1974
6 C 1.03699 -2.68465 -0.88028  -0.1964
7 C 0.09363 -3.59218 -1.80052  -0.2683
8 N -0.25389 -2.99790 -3.11703  -0.0851
9 C 0.94072 -2.67562 -3.94507  -0.1695
10 C 0.39033 -1.77911 -5.18981  -0.5809
11 O 0.19881 -2.25076 -6.35866  -0.1216
12 O 0.15433 -0.43621 -4.89698  -0.2482
13 H 1.18906 3.31957 -0.82917  0.0888
14 H 1.76960 1.76312 0.12262  0.0718
15 H 0.99814 1.60026 -1.53834  0.1043
16 H -1.23815 0.68128 -1.29369  0.1356
17 H -1.87838 0.74102 0.42555  0.1018
18 H 0.76490 -0.13031 1.05283  0.1038
19 H -0.68483 -1.23577 0.77116  0.0960
20 H 0.19577 -0.78783 -1.93337  0.1000
21 H 1.83169 -0.59210 -1.00883  0.1098
22 H 2.11920 -2.89083 -1.18654  0.0972
23 H 0.89947 -2.99080 0.21938  0.1061
24 H -0.89710 -3.72952 -1.21720  0.0701
25 H 0.54343 -4.65973 -1.86347  0.0925
26 H -0.79466 -3.72183 -3.63080  0.0394
27 H 1.44885 -3.58247 -4.43257  0.1043
28 H 1.71328 -2.01120 -3.42590  0.1099
29 C 2.78989 4.53360 2.47050  -1.1076
30 Cl 2.13079 2.99639 3.04686  0.5240
31 Cl 4.00927 4.27414 1.21595  0.5017
32 H 1.98345 5.13152 2.05987  -0.1266
33 H 3.24791 5.05852 3.30761  -0.0540
34 C -0.34313 -6.91907 -3.85372  -1.0739
35 Cl -1.79328 -6.03974 -4.34944  0.5318
36 Cl -0.22727 -8.47960 -4.67858  0.5021
37 H 0.53240 -6.32307 -4.10091  -0.0279
38 H -0.38222 -7.08904 -2.77892  0.0193
39 C -0.50443 5.08424 4.91758  -1.0667
40 Cl -1.35774 6.29057 5.89111  0.5023
41 Cl 0.14631 5.79752 3.43779  0.5381
42 H 0.31694 4.67367 5.50368  0.0298
43 H -1.20024 4.28735 4.64646  -0.1109
44 C 4.80748 7.77945 4.08413  -1.0027
45 Cl 3.42274 7.01641 4.87514  0.5372
46 Cl 4.56830 7.88014 2.33621  0.5170
47 H 4.93257 8.78476 4.48312  0.0249
48 H 5.69988 7.18891 4.28563  0.0302
49 C 3.11645 -8.68698 -2.54891  -1.0142
50 Cl 2.63946 -6.99666 -2.74143  0.5588
51 Cl 2.41425 -9.38760 -1.08539  0.4959
52 H 2.77004 -9.25217 -3.41297  0.0177
53 H 4.20183 -8.74261 -2.48216  0.0249
54 C -1.69589 1.37492 3.77892  -0.9886
55 Cl -1.82838 2.42643 5.19606  0.6005
56 Cl -0.68475 -0.03070 4.12300  0.5202
57 H -2.69032 1.03550 3.49523  -0.0553
58 H -1.25057 1.93893 2.95868  0.0302
59 C -5.08278 -0.04184 1.68606  -0.9980
60 Cl -5.22459 1.00793 3.10230  0.5383
61 Cl -4.06530 -1.44541 2.03166  0.5333
62 H -6.07545 -0.38556 1.39988  0.0278
63 H -4.63828 0.52475 0.86894  0.0288
64 C -4.68401 -4.03097 -0.83516  -1.0271
65 Cl -5.36586 -5.57292 -0.29876  0.4882
66 Cl -3.45312 -4.27246 -2.07833  0.5355
67 H -5.48323 -3.41458 -1.24399  0.0263
68 H -4.23105 -3.52902 0.01845  -0.0211
69 C -0.53214 7.47432 -0.20973  -1.0092
70 Cl -1.56071 6.67591 -1.40405  0.5173
71 Cl 0.77745 6.41162 0.31915  0.5344
72 H -0.10214 8.36992 -0.65530  0.0264
73 H -1.13754 7.74558 0.65402  0.0258

=====

(2)
A 11-piece molecular cluster, C39H50F11O35P overall in a non-equilibrium geometry. Source: OMol25; level of theory: ωB97M-V/def2-TZVPD.

Results
Spin multiplicity: 1
E_tot, eV: -152100.1786
Total charge: 0
SMILES: CCOP(O)(O)(CCCOC(C)=O)[C@@H](C)F.O=C1OC[C@@H](F)O1.O=C1OC[C@@H](F)O1.O=C1OC[C@@H](F)O1.O=C1OC[C@@H](F)O1.O=C1OC[C@@H](F)O1.O=C1OC[C@@H](F)O1.O=C1OC[C@@H](F)O1.O=C1OC[C@@H](F)O1.O=C1OC[C@@H](F)O1.O=C1OC[C@@H](F)O1
HOMO-LUMO gap, eV: 9.821
HOMO energy, eV: -9.45

Last column: Löwdin charge in e.
CARTESIAN COORDINATES (ANGSTROEM)
1 C 0.25263 -1.44539 -1.27062  -0.0597
2 C -0.80540 -0.51924 -1.87021  -0.2748
3 O -1.06927 0.59464 -1.01290  -0.2946
4 P -2.54366 0.67563 -0.18845  0.6509
5 O -2.27887 -0.80271 0.50037  -0.1484
6 O -3.35766 0.77698 -1.61272  -0.1374
7 C -1.87350 2.15454 0.66752  -0.1892
8 C -1.57769 3.32170 -0.28419  -0.1682
9 C -0.18288 3.41085 -0.90025  -0.1594
10 O 0.78914 2.72263 -0.10726  -0.0100
11 C 1.95475 2.47973 -0.74361  -0.5056
12 C 2.82299 1.47520 -0.04279  0.0270
13 O 2.27107 3.03774 -1.78811  0.0753
14 C -4.19582 0.76627 0.77082  -0.3828
15 C -5.19257 1.77938 0.22880  -0.0691
16 F -4.82586 -0.51074 0.73465  -0.0970
17 H 0.99173 -1.75835 -2.01050  0.0605
18 H -0.19791 -2.31708 -0.79226  0.0671
19 H 0.78826 -0.88770 -0.49232  0.0691
20 H -0.44929 -0.10108 -2.81801  0.0980
21 H -1.72669 -1.06241 -2.09390  0.1077
22 H -1.56194 -0.73173 1.14153  0.0910
23 H -3.29763 1.65111 -2.02205  0.0544
24 H -0.99916 1.83072 1.23702  0.1018
25 H -2.61581 2.49842 1.39410  0.0859
26 H -2.27226 3.26852 -1.13125  0.0844
27 H -1.81141 4.25775 0.23415  0.1028
28 H -0.17303 3.00259 -1.91374  0.1072
29 H 0.11415 4.46263 -0.98222  0.1327
30 H 3.78648 1.93903 0.18944  0.0935
31 H 2.38349 1.09683 0.87909  0.0875
32 H 3.02023 0.64352 -0.72317  0.0782
33 H -4.00979 0.95952 1.83568  0.1152
34 H -5.91323 2.05119 1.00579  0.0789
35 H -4.69433 2.68183 -0.13828  0.0581
36 H -5.74989 1.30763 -0.58590  0.0850
37 C -0.00363 1.71978 -5.52983  -0.0312
38 C -0.00021 3.19391 -5.88106  -0.3017
39 O -1.25232 3.62881 -5.37251  0.1453
40 C -1.60123 2.80140 -4.35703  -0.5389
41 O -2.45116 3.02400 -3.55909  0.1683
42 O -0.82158 1.70254 -4.35551  0.0586
43 F 0.04040 3.41225 -7.21514  0.0806
44 H -0.48515 1.13893 -6.31761  0.1471
45 H 0.97897 1.31269 -5.31234  0.1457
46 H 0.79329 3.77245 -5.40585  0.1764
47 C -3.17137 7.12432 -0.23330  -0.0302
48 C -4.04383 6.52783 -1.31662  -0.2958
49 O -4.56089 5.36412 -0.68037  0.1065
50 C -4.56265 5.58705 0.66175  -0.5727
51 O -5.15039 4.91237 1.44389  0.1547
52 O -3.83207 6.67382 0.96031  0.0904
53 F -3.34505 6.16560 -2.41361  0.0862
54 H -2.16514 6.70382 -0.27028  0.1406
55 H -3.11656 8.20680 -0.25977  0.1055
56 H -4.88106 7.15737 -1.62331  0.1752
57 C 6.51750 -1.10422 -1.53634  -0.0446
58 C 5.78950 -1.83323 -0.42974  -0.3185
59 O 4.44220 -1.81140 -0.88867  0.1156
60 C 4.46536 -1.73549 -2.24903  -0.5613
61 O 3.53217 -1.92558 -2.95401  0.1680
62 O 5.70325 -1.41373 -2.67632  0.0763
63 F 5.85286 -1.18305 0.75621  0.0764
64 H 6.50315 -0.02743 -1.36079  0.1466
65 H 7.53530 -1.44557 -1.68350  0.1273
66 H 6.10082 -2.86611 -0.28426  0.1579
67 C 9.53157 -4.78446 2.61638  -0.0309
68 C 8.25996 -5.31475 1.99241  -0.2936
69 O 7.71376 -4.14911 1.38817  0.1246
70 C 8.74085 -3.30266 1.10955  -0.5418
71 O 8.64790 -2.35114 0.40541  0.1729
72 O 9.86176 -3.70049 1.73413  0.0865
73 F 7.39479 -5.79183 2.91459  0.0804
74 H 9.34593 -4.39359 3.61739  0.1509
75 H 10.32898 -5.51605 2.64523  0.1168
76 H 8.41804 -6.07381 1.22561  0.1763
77 C -4.86914 12.68496 -0.87456  -0.0390
78 C -5.66185 11.39252 -0.85117  -0.3079
79 O -4.63200 10.41606 -0.81501  0.1182
80 C -3.52878 10.98042 -0.24883  -0.5487
81 O -2.58718 10.36604 0.12670  0.1754
82 O -3.67392 12.31637 -0.17526  0.0833
83 F -6.40422 11.21777 -1.96502  0.0855
84 H -4.61885 12.96148 -1.89934  0.1461
85 H -5.36004 13.51346 -0.37399  0.1413
86 H -6.30193 11.26337 0.02271  0.1761
87 C 5.93294 -6.91311 6.42991  -0.0462
88 C 6.06885 -8.35907 6.86320  -0.3138
89 O 7.15033 -8.81002 6.06842  0.1352
90 C 7.92797 -7.73712 5.76143  -0.5592
91 O 9.02036 -7.79675 5.30920  0.1773
92 O 7.27537 -6.59013 6.05608  0.0621
93 F 4.96735 -9.09157 6.58175  0.0797
94 H 5.28173 -6.83226 5.55853  0.1454
95 H 5.58749 -6.24698 7.21465  0.1395
96 H 6.31965 -8.49769 7.91619  0.1726
97 C -7.99708 5.05604 -0.07704  -0.0423
98 C -9.16835 4.59057 0.76121  -0.3062
99 O -9.77096 5.81595 1.14239  0.1340
100 C -9.47033 6.75214 0.20192  -0.5574
101 O -9.99203 7.81055 0.10851  0.1776
102 O -8.49213 6.29432 -0.61140  0.0683
103 F -8.78579 3.91561 1.86840  0.0822
104 H -7.12013 5.25349 0.53470  0.1096
105 H -7.73245 4.37471 -0.88082  0.1451
106 H -9.90370 3.98832 0.22460  0.1723
107 C 14.48910 -5.73451 1.50423  -0.0404
108 C 13.80423 -6.42454 2.66767  -0.3063
109 O 12.44677 -6.40924 2.26144  0.1059
110 C 12.40968 -6.37257 0.89858  -0.5524
111 O 11.43727 -6.57885 0.25563  0.1841
112 O 13.62830 -6.06972 0.40962  0.0822
113 F 13.93369 -5.73925 3.82587  0.0825
114 H 14.49123 -4.65345 1.64851  0.1465
115 H 15.49782 -6.08727 1.31341  0.1407
116 H 14.11295 -7.45763 2.83314  0.1747
117 C -4.15705 -3.67450 1.44063  -0.0399
118 C -4.99144 -4.38926 0.40367  -0.3110
119 O -5.34230 -5.59055 1.06511  0.1125
120 C -5.33522 -5.34766 2.41189  -0.5504
121 O -5.80251 -6.06751 3.22460  0.1862
122 O -4.72831 -4.16861 2.66056  0.0805
123 F -4.29191 -4.69831 -0.72179  0.0662
124 H -3.11141 -3.97944 1.37632  0.1466
125 H -4.22679 -2.59162 1.38581  0.1131
126 H -5.90310 -3.86403 0.11222  0.1674
127 C -6.62554 -5.85016 -2.92093  -0.0470
128 C -7.60984 -5.68445 -1.78162  -0.3161
129 O -8.71017 -6.45467 -2.21717  0.1343
130 C -8.24519 -7.42319 -3.05911  -0.5489
131 O -8.86482 -8.36397 -3.41465  0.1880
132 O -6.96922 -7.14675 -3.41745  0.0744
133 F -7.99759 -4.39265 -1.61687  0.0699
134 H -6.80773 -5.10262 -3.69467  0.1463
135 H -5.58561 -5.82054 -2.61124  0.1270
136 H -7.25995 -6.06822 -0.82094  0.1651

=====

(3)
A 3-piece molecular cluster, C26H61N3O4P2S overall in a non-equilibrium geometry. Source: OMol25; level of theory: ωB97M-V/def2-TZVPD.

Results
Spin multiplicity: 1
E_tot, eV: -70014.1546
Total charge: 0
SMILES: CCCCCCCCCCP(N)(CCCOC)(OC[C@H](C)C(C)C)[PH2]=S.CN(C)C=O.CN(C)C=O
ΔE to the lowest compared entry with this formula, charge and spin, kJ/mol: 850.2
HOMO-LUMO gap, eV: 7.272
HOMO energy, eV: -6.88

Last column: Löwdin charge in e.
CARTESIAN COORDINATES (ANGSTROEM)
1 C -4.86944 -3.45118 -4.20010  -0.1523
2 C -4.64007 -2.00408 -4.94861  -0.2820
3 C -3.27016 -1.20848 -4.41839  -0.2095
4 C -2.09716 -1.55453 -5.51161  -0.2274
5 C -0.62706 -0.89498 -5.16654  -0.2232
6 C 0.43280 -2.01804 -4.60455  -0.2177
7 C -0.18195 -2.69224 -3.24010  -0.2310
8 C 1.03471 -3.23871 -2.25777  -0.2009
9 C 0.61063 -3.05462 -0.68175  -0.2278
10 C 1.81425 -2.48571 0.28774  -0.2852
11 P 1.34141 -0.79905 1.15531  0.5653
12 N -0.24593 -0.15814 0.71800  -0.2187
13 C 2.79285 0.07964 2.02258  -0.3075
14 C 2.59790 1.68557 2.27676  -0.1926
15 C 4.13543 2.34410 2.29123  -0.2183
16 O 4.57060 2.82506 0.96993  -0.2725
17 C 4.10471 4.20117 0.71239  -0.1186
18 O 0.85268 -1.70848 2.48866  -0.3695
19 C -0.07999 -1.18838 3.43170  -0.2351
20 C 0.47142 -0.18078 4.61078  -0.2697
21 C 0.49870 -1.00029 6.07179  -0.1047
22 C -0.55525 1.10703 4.90452  -0.3592
23 C 0.22496 2.08070 5.97328  -0.1123
24 C -0.88711 2.00137 3.57555  -0.1154
25 P 2.04971 0.16756 -0.68701  0.2901
26 S 0.49922 0.78958 -1.75853  0.0521
27 H -4.18897 -4.30306 -4.67293  0.0819
28 H -4.67940 -3.29974 -3.05430  0.0733
29 H -5.99130 -3.77241 -4.44380  0.0802
30 H -5.60362 -1.33196 -4.88561  0.0901
31 H -4.44793 -2.23896 -6.09950  0.1003
32 H -3.57348 -0.06374 -4.38814  0.1110
33 H -3.03121 -1.59464 -3.32273  0.1043
34 H -1.95613 -2.72102 -5.53589  0.1083
35 H -2.46169 -1.17603 -6.55988  0.1080
36 H -0.22703 -0.38107 -6.16251  0.1109
37 H -0.83857 -0.01200 -4.39584  0.0857
38 H 1.49336 -1.56142 -4.36272  0.1056
39 H 0.51131 -2.86736 -5.43146  0.1179
40 H -0.89908 -3.58974 -3.53746  0.1157
41 H -0.81934 -1.87287 -2.69424  0.0720
42 H 1.13302 -4.39363 -2.47505  0.1148
43 H 2.01074 -2.62911 -2.50970  0.0870
44 H 0.31310 -4.14381 -0.29396  0.1192
45 H -0.38722 -2.42576 -0.62794  0.0926
46 H 1.90192 -3.26901 1.18394  0.1018
47 H 2.87173 -2.45102 -0.21179  0.0797
48 H -1.03435 -0.83006 0.83642  0.0684
49 H -0.45331 0.78898 1.10163  0.0341
50 H 3.75493 -0.10307 1.33981  0.1080
51 H 3.04418 -0.48467 3.04319  0.1086
52 H 2.13932 1.96986 3.32543  0.0918
53 H 2.03304 2.18945 1.38198  0.0940
54 H 4.90718 1.63201 2.81763  0.1301
55 H 4.06279 3.30780 2.99151  0.1173
56 H 4.50471 5.00278 1.46552  0.0985
57 H 4.43612 4.46128 -0.39378  0.1152
58 H 2.92370 4.21127 0.74212  0.1009
59 H -0.44623 -2.14866 4.05525  0.1376
60 H -1.09158 -0.73139 3.06432  0.1038
61 H 1.55704 0.21305 4.47597  0.0912
62 H 1.08498 -2.01027 5.82377  0.0962
63 H -0.60441 -1.26197 6.36308  0.0858
64 H 1.09900 -0.41414 6.89282  0.0741
65 H -1.55594 0.70849 5.41216  0.1465
66 H 1.31623 2.25325 5.52449  0.0822
67 H 0.26456 1.59957 7.06089  0.0880
68 H -0.30922 3.12188 5.95872  0.0768
69 H -1.55320 2.91903 3.94966  0.0919
70 H 0.03834 2.47909 3.04365  0.0702
71 H -1.59287 1.38029 2.86315  0.0708
72 H 2.77077 -0.73617 -1.55355  -0.0496
73 H 2.88030 1.32374 -0.47295  -0.0541
74 C 4.78919 1.35718 5.69871  -0.3284
75 O 4.00977 0.41266 5.69259  -0.0021
76 N 6.01734 1.37591 6.32564  -0.2039
77 C 6.88352 2.53553 6.28624  -0.0619
78 C 6.45628 0.19932 7.04676  -0.0475
79 H 4.55415 2.30102 5.18071  0.1133
80 H 7.83232 2.25240 5.82142  0.0906
81 H 7.06313 2.87754 7.30952  0.0902
82 H 6.42996 3.34720 5.71082  0.0859
83 H 6.49728 -0.64728 6.35498  0.0942
84 H 5.73206 -0.02529 7.83551  0.0945
85 H 7.44310 0.36256 7.48832  0.0890
86 C -7.55262 -0.21312 -8.03903  -0.3252
87 O -8.47199 -0.53388 -8.78167  0.0035
88 N -7.46110 0.97702 -7.34841  -0.2085
89 C -6.33784 1.28224 -6.48721  -0.0688
90 C -8.52115 1.95370 -7.48775  -0.0533
91 H -6.69519 -0.88235 -7.86198  0.1267
92 H -6.70683 1.45097 -5.47143  0.0907
93 H -5.84628 2.18754 -6.85484  0.0902
94 H -5.61567 0.46129 -6.47510  0.0641
95 H -9.46451 1.50343 -7.16481  0.0926
96 H -8.60833 2.23627 -8.54115  0.0928
97 H -8.31075 2.84099 -6.88452  0.0865